Entry 1:
{
  "formula": "C17H18F3NO11S",
  "method": "ωB97M-V/def2-TZVPD",
  "elements": ["C", "C", "N", "O", "S", "O", "O", "C", "C", "C", "F", "F", "F", "H", "H", "H", "H", "H", "H", "H", "H", "H", "H", "C", "C", "C", "O", "C", "C", "C", "O", "O", "O", "H", "H", "H", "H", "C", "C", "C", "O", "C", "C", "C", "O", "O", "O", "H", "H", "H", "H"],
  "positions_angstrom": [[-6.29455, -0.73984, -0.64145], [-4.71105, -0.68349, -0.72532], [-4.12824, -0.67964, 0.65250], [-2.77893, -0.36538, 0.47993], [-1.78753, -1.50229, 1.24602], [-2.34336, -1.82311, 2.58718], [-0.34813, -0.64108, 1.41805], [0.29124, -0.67821, 0.10939], [1.51933, 0.29706, 0.02995], [1.65338, 0.73844, -1.47812], [0.83779, 1.77956, -1.79987], [2.98486, 1.09009, -1.66408], [1.43023, -0.31330, -2.34946], [-6.67868, -0.10887, 0.20863], [-6.76949, -0.38567, -1.58641], [-6.57544, -1.80065, -0.43193], [-4.41396, 0.28622, -1.21217], [-4.38319, -1.57029, -1.32065], [-4.52792, 0.16918, 1.07932], [0.61592, -1.74351, -0.05550], [-0.42599, -0.44432, -0.72166], [2.48897, -0.18607, 0.30587], [1.38751, 1.23516, 0.62121], [5.33544, -1.58938, -6.55758], [5.46455, -0.28959, -6.27751], [4.58365, 0.38579, -5.27711], [4.75159, 1.56814, -5.04171], [3.54668, -0.41293, -4.62364], [3.41556, -1.71193, -4.90652], [4.31364, -2.39292, -5.88656], [4.16740, -3.58318, -6.09834], [2.46761, -2.47448, -4.32255], [6.39500, 0.47725, -6.88086], [5.96807, -2.08996, -7.27771], [2.90700, 0.08947, -3.91746], [2.58594, -3.36925, -4.69497], [6.28213, 1.37107, -6.50416], [-0.92168, 2.34827, 7.09805], [-0.03329, 1.59686, 6.44236], [-0.42455, 0.78231, 5.25199], [0.42614, 0.12916, 4.67651], [-1.82685, 0.80566, 4.83329], [-2.71479, 1.55568, 5.49140], [-2.31802, 2.39051, 6.66413], [-3.16026, 3.07183, 7.22086], [-4.01488, 1.59773, 5.13010], [1.26017, 1.53587, 6.81905], [-0.65018, 2.94365, 7.95902], [-2.09566, 0.19574, 3.98362], [-4.44162, 2.20961, 5.75977], [1.68842, 0.92905, 6.18509]],
  "homo_energy_ev": -9.598,
  "e_lumo_ev": -1.484,
  "mol_weight_g_mol": 501.39,
  "gap_ha": 0.2982,
  "total_energy_ha": -2238.66947
}

Entry 2:
{
  "formula": "C17H18F7IN2S",
  "method": "ωB97M-V/def2-TZVPD",
  "elements": ["F", "C", "F", "F", "C", "F", "F", "C", "F", "F", "C", "C", "S", "C", "C", "I", "C", "N", "C", "C", "N", "C", "H", "H", "H", "H", "C", "C", "C", "C", "C", "C", "H", "H", "H", "H", "H", "H", "H", "H", "H", "H", "H", "H", "H", "H"],
  "positions_angstrom": [[-3.99963, -4.92117, 0.13150], [-3.41522, -3.81554, -0.49244], [-4.20065, -3.55953, -1.58291], [-3.46178, -2.81424, 0.44393], [-1.95131, -4.25626, -0.88560], [-2.10253, -5.39226, -1.69202], [-1.18298, -4.65619, 0.18330], [-1.15141, -3.15121, -1.76727], [-1.22884, -3.56354, -3.08015], [-1.90003, -1.96209, -1.73499], [0.27109, -3.01053, -1.17591], [1.42934, -3.72710, -1.73721], [1.31245, -4.88536, -3.13833], [2.83977, -3.57820, -1.17393], [3.07891, -2.71093, -0.04685], [5.07514, -2.48390, 0.72902], [1.91534, -1.97595, 0.61411], [2.27137, -1.20190, 1.71530], [1.13603, -0.64589, 2.22038], [-0.25677, -0.79389, 1.71531], [-0.53651, -1.52570, 0.61267], [0.57055, -2.14652, 0.04057], [2.45847, -5.65772, -3.07858], [3.71975, -4.11262, -1.61591], [1.26691, -0.01289, 3.14458], [-1.09180, -0.27735, 2.26002], [-0.77663, 6.15732, 0.75823], [-1.31146, 4.73372, 0.84941], [-0.37565, 3.78410, 1.59739], [0.99839, 3.58062, 0.95365], [0.97239, 3.06344, -0.48500], [0.33923, 1.68411, -0.61533], [0.16120, 6.20250, 0.20032], [-1.49603, 6.80036, 0.24565], [-0.60366, 6.57286, 1.75421], [-1.51996, 4.35407, -0.15518], [-2.27247, 4.75584, 1.37275], [-0.87389, 2.81435, 1.70687], [-0.22710, 4.16008, 2.61552], [1.57095, 2.88054, 1.57264], [1.55442, 4.52341, 0.97723], [2.00219, 3.01016, -0.85243], [0.45152, 3.77018, -1.13747], [0.87419, 0.95285, -0.00555], [0.37538, 1.34831, -1.65435], [-0.70866, 1.68968, -0.30718]],
  "homo_energy_ev": -9.007,
  "e_lumo_ev": -1.193,
  "smiles": "FC(F)(F)C(F)(F)C(F)(F)c1c(S)cc(I)c2nccnc12.CCCCCC",
  "mol_weight_g_mol": 542.30,
  "gap_ha": 0.2871,
  "total_energy_ha": -2162.97345
}